[1]
{
  "formula": "CO4S2",
  "method": "ωB97M-V with the def2-TZVPD basis set",
  "homo_ev": 0.517,
  "relative_energy_kj_mol": 97.7,
  "lumo_energy_ev": 6.19,
  "total_charge": -2,
  "fmax_ha_per_bohr": 0.108,
  "total_energy_ev": -30896.34826,
  "species": ["C", "O", "O", "O", "O", "S", "S"],
  "positions_angstrom": [[0.915, -0.184, -0.638], [-1.560, -1.057, 0.136], [2.157, -0.532, -0.275], [-1.108, 1.355, -0.150], [-0.275, 0.408, 1.852], [0.392, 0.167, -2.166], [-0.637, 0.091, 0.422]],
  "forces_ev_per_a": [[4.544, -1.418, 1.303], [1.436, 1.088, 1.044], [-5.364, 1.310, -0.583], [-0.622, -0.105, -0.010], [-0.248, -1.842, -1.280], [0.592, -0.208, -1.935], [-0.339, 1.175, 1.461]]
}

=====

[2]
{
  "formula": "C13H52O13",
  "method": "ωB97M-V with the def2-TZVPD basis set",
  "homo_ev": -9.781,
  "relative_energy_kj_mol": 56.0,
  "lumo_energy_ev": 0.52,
  "total_charge": 0,
  "fmax_ha_per_bohr": 0.024,
  "total_energy_ev": -40937.44086,
  "species": ["C", "O", "H", "H", "H", "H", "C", "O", "H", "H", "H", "H", "C", "O", "H", "H", "H", "H", "C", "O", "H", "H", "H", "H", "C", "O", "H", "H", "H", "H", "C", "O", "H", "H", "H", "H", "C", "O", "H", "H", "H", "H", "C", "O", "H", "H", "H", "H", "C", "O", "H", "H", "H", "H", "C", "O", "H", "H", "H", "H", "C", "O", "H", "H", "H", "H", "C", "O", "H", "H", "H", "H", "C", "O", "H", "H", "H", "H"],
  "positions_angstrom": [[12.724, 10.539, -0.739], [12.317, 11.577, -1.627], [12.120, 9.643, -0.887], [13.790, 10.315, -0.821], [12.537, 10.889, 0.276], [12.174, 11.195, -2.496], [9.264, 12.277, 0.614], [9.795, 11.339, 1.553], [9.801, 12.198, -0.338], [8.209, 12.074, 0.478], [9.409, 13.300, 0.977], [10.610, 11.747, 1.904], [16.247, 10.473, 7.808], [15.935, 9.375, 8.652], [15.756, 10.431, 6.832], [15.946, 11.390, 8.304], [17.324, 10.523, 7.603], [16.060, 8.585, 8.112], [16.310, 13.237, 2.555], [17.588, 12.973, 3.130], [15.501, 12.875, 3.200], [16.223, 14.313, 2.417], [16.200, 12.752, 1.574], [17.565, 12.049, 3.469], [12.576, 13.400, 1.805], [12.247, 12.384, 2.736], [12.261, 13.055, 0.821], [12.101, 14.337, 2.089], [13.658, 13.552, 1.714], [12.511, 12.696, 3.641], [14.132, 9.907, 4.152], [14.105, 10.267, 2.787], [13.125, 9.723, 4.537], [14.700, 8.982, 4.247], [14.608, 10.668, 4.781], [13.470, 11.015, 2.665], [12.799, 7.943, 6.817], [11.889, 8.994, 6.493], [12.482, 7.414, 7.727], [12.977, 7.233, 6.011], [13.756, 8.407, 7.087], [11.085, 8.625, 6.078], [9.803, 9.316, 4.075], [9.371, 8.457, 5.134], [10.647, 9.923, 4.381], [10.132, 8.728, 3.209], [8.998, 9.960, 3.729], [8.454, 8.258, 4.946], [12.549, 14.735, 5.718], [12.972, 13.507, 5.155], [13.313, 15.174, 6.359], [12.341, 15.416, 4.889], [11.604, 14.644, 6.265], [13.141, 12.878, 5.886], [16.529, 9.653, 0.220], [15.537, 8.851, 0.824], [17.238, 9.019, -0.311], [16.127, 10.375, -0.504], [17.091, 10.221, 0.975], [14.998, 9.404, 1.425], [14.130, 6.354, 2.584], [14.019, 5.482, 3.735], [14.145, 5.764, 1.671], [13.233, 6.968, 2.635], [14.993, 7.011, 2.686], [14.782, 4.899, 3.767], [12.744, 11.894, 8.397], [13.085, 11.423, 7.106], [13.315, 11.384, 9.177], [12.938, 12.965, 8.456], [11.675, 11.756, 8.599], [12.645, 10.560, 6.968], [17.751, 9.415, 3.656], [17.652, 10.508, 4.621], [16.831, 9.381, 3.076], [18.546, 9.598, 2.923], [17.927, 8.480, 4.193], [18.545, 10.591, 4.985]],
  "forces_ev_per_a": [[-0.179, 0.125, 0.129], [0.025, 0.076, 0.117], [0.148, -0.112, 0.032], [-0.043, -0.116, -0.136], [-0.022, -0.016, -0.015], [0.048, 0.003, -0.046], [0.757, -0.081, 0.127], [0.222, 0.498, -0.015], [-0.216, -0.030, -0.056], [-0.158, -0.013, -0.048], [-0.259, 0.006, -0.006], [-0.336, -0.463, 0.125], [0.454, 0.209, -0.351], [-0.127, -0.176, -0.321], [-0.189, -0.072, 0.138], [-0.060, -0.014, 0.103], [-0.050, 0.041, 0.154], [-0.029, 0.013, 0.284], [0.286, -0.306, 0.021], [-0.357, -0.716, -0.010], [0.004, 0.146, -0.004], [-0.042, 0.026, 0.055], [0.012, 0.064, 0.080], [0.043, 0.837, -0.041], [0.459, 0.018, -0.289], [0.360, -0.206, 0.667], [-0.310, 0.217, -0.031], [-0.078, 0.119, -0.224], [-0.035, 0.039, 0.255], [-0.359, 0.030, -0.430], [-0.134, -0.071, 0.315], [-0.248, 0.583, -0.468], [0.038, -0.003, -0.003], [0.021, -0.016, -0.018], [0.022, 0.032, -0.099], [0.349, -0.534, 0.122], [0.278, 0.131, 0.725], [-0.081, -0.475, -0.233], [-0.131, -0.049, -0.293], [-0.186, 0.050, -0.157], [-0.164, 0.061, -0.209], [0.232, 0.147, 0.410], [-0.106, -0.253, -0.867], [0.375, 0.342, -0.023], [-0.013, 0.092, 0.322], [-0.035, 0.020, 0.106], [0.049, 0.175, 0.085], [-0.130, -0.249, 0.222], [-0.460, 0.300, -0.396], [0.203, -0.283, 0.351], [0.041, 0.009, 0.032], [0.198, 0.011, 0.077], [0.153, -0.165, 0.123], [-0.145, -0.207, -0.273], [0.120, 0.327, 0.188], [-0.073, 0.041, -0.008], [-0.105, -0.136, 0.048], [-0.086, -0.085, 0.070], [-0.001, 0.020, -0.148], [0.112, -0.103, -0.116], [-0.278, -0.371, 1.136], [0.030, 0.233, -0.210], [0.107, 0.186, -0.210], [0.006, 0.034, -0.283], [0.118, -0.064, -0.313], [0.014, 0.052, -0.094], [-0.379, -0.077, 0.233], [0.002, 0.036, -0.065], [0.044, 0.021, -0.015], [0.163, -0.013, -0.077], [0.119, -0.035, 0.000], [-0.005, 0.262, -0.190], [0.017, 0.589, 0.244], [0.465, -0.716, -0.783], [-0.147, -0.092, 0.323], [0.069, -0.042, 0.287], [-0.086, -0.043, -0.220], [-0.319, 0.181, 0.090]]
}

=====

[3]
{
  "formula": "C37H33BCdN7",
  "method": "ωB97M-V with the def2-TZVPD basis set",
  "homo_ev": -10.915,
  "relative_energy_kj_mol": 0.0,
  "lumo_energy_ev": -2.53,
  "total_charge": 1,
  "fmax_ha_per_bohr": 0.010,
  "total_energy_ev": -54575.12217,
  "species": ["Cd", "C", "C", "C", "C", "N", "N", "B", "N", "N", "C", "C", "C", "C", "C", "C", "C", "C", "C", "C", "N", "N", "C", "C", "C", "C", "C", "C", "C", "C", "C", "C", "C", "C", "C", "C", "C", "C", "H", "H", "H", "H", "H", "H", "H", "H", "H", "H", "H", "H", "H", "H", "H", "H", "H", "H", "H", "H", "H", "H", "H", "H", "H", "H", "H", "H", "N", "C", "C", "C", "C", "C", "C", "C", "H", "H", "H", "H", "H"],
  "positions_angstrom": [[0.169, 0.050, 0.220], [-4.908, 1.301, 1.974], [-3.640, 0.518, 2.070], [-3.279, -0.454, 2.986], [-2.003, -0.870, 2.600], [-1.610, -0.179, 1.537], [-2.624, 0.666, 1.199], [-2.532, 1.575, -0.071], [-2.285, 0.703, -1.348], [-1.183, -0.087, -1.516], [-1.285, -0.692, -2.693], [-2.472, -0.291, -3.314], [-3.074, 0.587, -2.434], [-4.366, 1.321, -2.578], [-0.245, -1.627, -3.187], [0.853, -2.005, -2.417], [1.812, -2.880, -2.902], [1.685, -3.399, -4.183], [0.596, -3.035, -4.962], [-0.359, -2.159, -4.467], [-1.397, 2.635, 0.094], [-0.094, 2.252, 0.157], [0.646, 3.349, 0.228], [-0.180, 4.476, 0.215], [-1.470, 3.981, 0.127], [-2.766, 4.720, 0.067], [2.115, 3.250, 0.298], [2.832, 4.059, 1.175], [4.214, 3.957, 1.253], [4.894, 3.041, 0.458], [4.183, 2.228, -0.418], [2.802, 2.338, -0.499], [-1.152, -1.926, 3.178], [-0.433, -2.792, 2.359], [0.339, -3.807, 2.907], [0.389, -3.973, 4.286], [-0.323, -3.110, 5.111], [-1.085, -2.089, 4.559], [-5.565, 1.029, 2.797], [-4.721, 2.374, 2.028], [-5.430, 1.102, 1.037], [-3.882, -0.840, 3.791], [-3.572, 2.151, -0.199], [-2.860, -0.593, -4.272], [-4.819, 1.071, -3.535], [-5.068, 1.055, -1.787], [-4.218, 2.400, -2.542], [0.984, -1.635, -1.409], [2.653, -3.157, -2.280], [2.430, -4.083, -4.569], [0.487, -3.435, -5.961], [-1.200, -1.885, -5.092], [0.116, 5.512, 0.235], [-2.579, 5.789, 0.154], [-3.286, 4.541, -0.875], [-3.433, 4.424, 0.876], [2.302, 4.766, 1.802], [4.762, 4.599, 1.931], [5.973, 2.971, 0.510], [4.707, 1.528, -1.056], [2.257, 1.738, -1.221], [-0.519, -2.708, 1.281], [0.875, -4.487, 2.258], [0.976, -4.775, 4.715], [-0.295, -3.238, 6.185], [-1.640, -1.417, 5.202], [1.971, -0.352, 1.422], [2.735, -0.326, 2.274], [3.709, -0.249, 3.332], [3.488, -0.965, 4.505], [4.424, -0.881, 5.521], [5.554, -0.089, 5.355], [5.759, 0.628, 4.182], [4.833, 0.554, 3.158], [2.597, -1.571, 4.610], [4.271, -1.430, 6.440], [6.284, -0.029, 6.152], [6.639, 1.246, 4.067], [4.963, 1.111, 2.238]],
  "forces_ev_per_a": [[-0.002, 0.102, 0.228], [-0.008, -0.052, 0.061], [-0.076, 0.079, -0.102], [-0.088, 0.017, 0.021], [0.155, -0.163, 0.112], [-0.202, 0.127, -0.259], [0.255, 0.041, -0.199], [-0.099, 0.077, 0.099], [0.185, -0.029, 0.153], [-0.029, 0.149, 0.253], [0.273, -0.207, -0.076], [-0.070, -0.009, -0.063], [-0.095, 0.111, 0.078], [0.003, -0.047, -0.080], [-0.175, 0.128, 0.051], [0.034, -0.032, 0.002], [-0.044, 0.013, -0.058], [-0.014, 0.005, -0.004], [-0.003, 0.009, 0.018], [0.017, -0.035, -0.105], [0.018, -0.257, -0.133], [-0.268, -0.063, -0.024], [0.234, 0.057, -0.015], [-0.041, 0.058, 0.050], [-0.163, -0.028, -0.011], [0.057, 0.049, -0.005], [-0.074, 0.024, 0.072], [0.082, 0.045, 0.027], [-0.017, -0.012, -0.031], [-0.085, 0.024, -0.018], [0.014, 0.056, 0.033], [0.057, -0.051, -0.066], [-0.054, 0.123, 0.074], [0.041, -0.065, -0.084], [-0.020, 0.030, 0.069], [0.043, 0.079, -0.023], [0.002, 0.023, -0.044], [-0.013, -0.073, 0.068], [-0.006, -0.002, -0.009], [0.018, -0.007, 0.002], [0.014, -0.010, 0.013], [0.039, 0.025, -0.020], [0.143, -0.084, 0.009], [0.023, 0.006, 0.050], [-0.002, 0.001, 0.001], [0.016, -0.014, -0.001], [0.016, -0.007, -0.004], [-0.019, 0.027, 0.081], [-0.016, 0.006, -0.009], [-0.015, 0.008, -0.003], [0.002, 0.001, 0.009], [0.032, -0.007, 0.021], [-0.007, -0.053, 0.011], [0.005, -0.004, -0.006], [0.022, -0.010, 0.003], [0.020, -0.012, 0.005], [0.017, -0.022, -0.020], [-0.010, -0.019, -0.007], [-0.011, 0.009, -0.013], [-0.002, -0.003, -0.003], [-0.001, 0.021, -0.006], [-0.019, -0.005, -0.004], [-0.002, 0.010, 0.006], [-0.022, 0.005, -0.009], [0.011, 0.005, -0.023], [0.016, -0.010, -0.010], [-0.125, -0.178, -0.199], [0.373, 0.174, 0.308], [-0.400, -0.088, -0.346], [0.006, -0.061, 0.091], [-0.006, 0.018, -0.028], [0.020, 0.004, 0.020], [-0.037, -0.028, 0.011], [0.090, 0.059, -0.028], [-0.014, -0.033, 0.009], [0.014, 0.013, -0.018], [-0.006, 0.002, -0.003], [-0.004, -0.013, 0.010], [-0.003, -0.034, 0.045]]
}

=====

[4]
{
  "formula": "C5H6N",
  "method": "ωB97M-V with the def2-TZVPD basis set",
  "homo_ev": -15.919,
  "relative_energy_kj_mol": 663.0,
  "lumo_energy_ev": -6.28,
  "total_charge": 1,
  "smiles": "C[C@H]1[C@@H]2C3=C[N@+]312",
  "fmax_ha_per_bohr": 0.083,
  "total_energy_ev": -6758.30634,
  "species": ["C", "C", "C", "C", "C", "N", "H", "H", "H", "H", "H", "H"],
  "positions_angstrom": [[1.258, -0.053, -0.074], [-0.164, 0.095, 0.359], [-1.142, 1.102, -0.241], [-2.429, 0.537, 0.153], [-2.452, -0.725, 0.103], [-1.230, -0.388, -0.563], [1.133, 0.023, -1.116], [1.770, -1.013, 0.011], [1.770, 0.794, 0.472], [-0.486, -0.081, 1.449], [-0.808, 1.830, -0.948], [-2.762, -1.627, 0.579]],
  "forces_ev_per_a": [[-0.476, 1.261, 0.993], [-1.523, -1.162, 3.818], [-0.253, -1.105, 0.285], [0.977, 2.874, -0.010], [-1.272, -1.304, 1.431], [2.151, -0.514, -2.358], [0.832, 0.954, -1.688], [-0.483, 0.021, 0.931], [0.053, -1.019, -1.133], [0.922, -0.003, -1.544], [-0.629, 0.416, -0.508], [-0.299, -0.419, -0.217]]
}